DFT (ωB97M-V/def2-TZVPD) results for a molecular structure, C33H63BN4O8SbSi3Ta at a distorted geometry.

The geometry in XYZ format:
```
114
Properties=species:S:1:pos:R:3:forces:R:3
Ta 0.009700 -0.049600 0.595800 -3.93 -1.86 2.38
O -1.124900 -1.734800 -0.951400 -0.30 -0.19 0.25
C -1.959400 -0.910100 -0.548200 -1.55 -1.78 -2.53
O -2.026300 -0.636100 0.674600 0.72 1.12 1.94
C -2.750400 -0.097600 -1.541900 -0.07 0.10 0.51
C -3.273400 1.152700 -0.814400 -0.89 -0.22 0.02
C -4.145100 1.981800 -1.765100 0.08 -0.05 0.19
C -3.069900 2.634300 -2.652500 0.24 0.12 0.07
C -1.794900 2.008900 -2.077900 0.10 0.35 -0.66
O -2.063000 1.896100 -0.679600 -0.07 0.28 0.24
C -1.710900 0.525700 -2.515400 0.49 0.28 0.06
C -0.306600 0.029100 -2.202400 -0.61 -1.63 -4.81
O 0.341800 -0.720000 -2.897500 -0.49 1.13 0.45
O 0.179300 0.522000 -1.107800 1.11 1.79 1.22
H -3.503900 -0.699500 -2.047800 0.05 -0.04 0.03
H -3.700100 0.953900 0.168000 0.05 0.02 -0.15
H -4.724700 2.722700 -1.217100 0.00 -0.04 -0.03
H -4.830100 1.348800 -2.324800 -0.08 0.01 0.01
H -3.050200 3.716800 -2.530800 0.01 -0.06 -0.03
H -3.183500 2.407000 -3.707700 -0.02 0.03 -0.11
H -0.876800 2.571000 -2.237200 -0.11 -0.02 0.04
H -1.936900 0.348400 -3.565700 0.12 0.02 0.10
N -3.066700 0.897700 4.140000 0.36 -0.24 -0.15
C -3.337200 2.092800 3.543000 0.11 0.41 -0.43
C -2.416700 2.239900 2.539000 -0.41 0.38 0.10
N -1.601100 1.161500 2.513300 0.70 -1.13 -0.10
C -2.006800 0.359100 3.482400 -0.12 0.56 -0.10
C -1.386700 -0.911500 3.696700 0.30 -0.56 0.04
N -0.450500 -1.391000 2.884400 -0.11 0.73 -0.62
C -0.135300 -2.628600 3.364400 0.01 -0.19 0.22
C -0.874300 -2.893200 4.479400 0.42 -0.31 -0.34
N -1.663900 -1.801100 4.677100 -0.04 0.43 -0.21
H -3.568900 0.526400 4.931400 0.06 -0.04 -0.09
H -4.145600 2.720600 3.855800 -0.11 0.14 0.11
H -2.280000 3.050900 1.850600 -0.08 0.13 -0.10
H 0.590700 -3.250900 2.873100 0.04 -0.05 0.05
H -0.904100 -3.747000 5.121700 0.00 -0.19 0.16
H -2.317100 -1.690200 5.435100 0.01 0.02 -0.01
C 3.381400 0.852700 -3.030100 -0.17 0.14 0.38
C 3.484300 1.031300 -1.518700 0.03 -0.10 -0.04
O 2.430000 1.822600 -0.975000 0.16 0.24 -0.27
C 2.663200 3.220200 -1.159900 0.11 0.23 0.11
C 1.361600 3.998600 -1.190800 0.22 -0.36 0.06
H 4.196500 0.232100 -3.392200 0.12 -0.05 -0.07
H 3.442000 1.810100 -3.541100 0.03 0.06 -0.10
H 2.435500 0.379100 -3.283000 -0.02 -0.05 -0.07
H 4.454100 1.477400 -1.252200 -0.09 -0.16 0.08
H 3.392900 0.056100 -1.020900 0.17 0.22 -0.08
H 3.202300 3.397600 -2.097100 0.02 -0.09 0.11
H 3.303600 3.571000 -0.338100 -0.03 -0.01 -0.18
H 0.815800 3.786800 -2.106200 -0.02 0.03 -0.15
H 1.583400 5.062400 -1.163100 -0.06 0.11 0.01
H 0.740100 3.732300 -0.340400 -0.07 0.07 0.11
C 3.813800 2.485500 3.569600 -0.37 -0.19 -0.14
C 2.318300 2.178200 3.579600 0.08 0.24 0.34
C 1.893000 1.848400 5.009300 0.06 -0.12 -0.38
O 2.105200 0.986100 2.786000 0.25 -0.69 -0.21
B 1.231200 1.226500 1.774500 1.71 2.09 2.41
O 0.808900 2.515900 1.777300 -0.27 0.58 -0.59
C 1.410500 3.257700 2.871700 0.15 0.47 0.45
C 2.187500 4.443200 2.306400 -0.17 -0.42 -0.09
C 0.287100 3.822900 3.747200 0.17 -0.30 -0.32
H 4.346800 1.648600 4.012700 0.06 -0.07 0.06
H 4.025600 3.377400 4.148300 0.07 0.13 0.10
H 4.181600 2.623000 2.559500 0.10 0.05 -0.16
H 2.533600 1.059000 5.396200 0.06 -0.03 0.05
H 0.865900 1.492600 5.038600 -0.11 0.01 0.05
H 1.994800 2.722500 5.644600 -0.02 0.06 0.13
H 2.949100 4.117900 1.607200 0.11 0.03 -0.04
H 2.658500 4.997400 3.112700 0.06 0.09 0.05
H 1.500800 5.103400 1.786300 -0.07 0.11 -0.06
H -0.348700 3.044600 4.156100 -0.04 -0.06 0.08
H -0.331100 4.483600 3.143400 -0.02 0.06 -0.05
H 0.708300 4.406000 4.560400 0.02 0.06 0.12
C 0.985900 -5.897300 0.502400 -0.26 0.85 -0.39
Si 0.076400 -4.333700 -0.167300 -0.50 -0.74 0.23
C -1.523700 -4.137400 0.888900 0.67 0.23 -0.46
C -0.274400 -4.558400 -2.045400 0.24 0.56 0.81
Sb 1.631500 -2.052600 -0.007200 1.84 -2.81 -0.14
Si 3.270300 -3.125800 -2.228400 0.66 -0.13 -0.35
C 2.434100 -2.804200 -3.919600 0.15 0.07 0.93
C 5.002000 -2.338100 -1.969400 -1.00 -0.12 0.06
C 3.445200 -4.984100 -1.789600 -0.52 0.93 -0.11
Si 3.423200 -2.066100 1.938400 1.14 -0.21 0.73
C 4.250000 -3.774500 1.797500 -0.44 0.60 -0.07
C 4.718600 -0.737000 1.487500 -0.75 -0.37 -0.05
C 2.919500 -1.839400 3.777300 -0.27 -0.03 -0.80
H 0.277400 -6.544900 1.009700 -0.25 0.03 0.12
H 1.783400 -5.668800 1.197600 0.18 0.06 0.21
H 1.409300 -6.476500 -0.309200 0.13 -0.04 -0.21
H -2.349300 -4.648100 0.402200 -0.06 -0.20 -0.24
H -1.820500 -3.099500 1.001300 0.00 0.07 0.07
H -1.416800 -4.568700 1.880200 0.15 -0.10 0.04
H -1.132100 -5.210300 -2.199100 -0.11 -0.12 0.19
H 0.567400 -4.998900 -2.570700 0.16 -0.07 0.04
H -0.500000 -3.602100 -2.509700 -0.04 0.10 -0.07
H 1.556800 -2.172800 -3.807100 0.02 -0.01 -0.01
H 2.120300 -3.728800 -4.395400 0.04 -0.26 0.13
H 3.115000 -2.298600 -4.599500 0.23 0.10 0.06
H 4.982500 -1.259200 -1.871500 -0.04 0.15 -0.02
H 5.633100 -2.577200 -2.822200 -0.03 -0.14 -0.25
H 5.485300 -2.747000 -1.086900 -0.02 -0.13 0.15
H 2.713000 -5.604500 -2.292900 -0.21 -0.02 -0.10
H 3.358000 -5.160700 -0.726600 0.06 -0.05 0.29
H 4.423600 -5.330900 -2.106200 0.31 0.15 -0.09
H 4.615100 -3.963300 0.797900 0.16 -0.04 -0.33
H 3.582700 -4.585000 2.060500 -0.24 -0.19 0.10
H 5.097100 -3.829000 2.470700 0.24 0.10 0.22
H 5.218800 -0.957500 0.552000 0.04 -0.08 -0.24
H 5.486000 -0.679800 2.252800 0.06 -0.11 0.29
H 4.257000 0.241900 1.408500 -0.07 0.19 -0.01
H 2.653700 -2.774700 4.259800 -0.05 -0.22 -0.06
H 2.104800 -1.134900 3.899000 -0.06 0.06 0.03
H 3.771100 -1.436600 4.317900 0.31 0.09 -0.08
```
Positions in Å, forces in eV/Å.

For the total energy, the calculation gives -89974.1008 eV. As for the LUMO energy: -6.405 eV. As for the net charge: +2. The calculation puts the orbital gap at 7.078 eV.